127
Properties=species:S:1:pos:R:3 method="wB97M-V/def2-TZVPD" homo_energy_ha="-0.283 / -0.282" total_energy_ev=-112597.545 total_charge=0 multiplicity=6
Fe 0.852 0.192 0.658
C -0.208 -1.218 3.504
N 0.829 -0.465 2.809
C 1.576 0.288 3.532
C 2.623 1.047 2.939
C 3.507 1.955 3.511
C 4.312 2.420 2.460
C 3.865 1.764 1.316
N 2.835 0.930 1.588
C 0.288 -2.498 4.143
C 1.340 -3.231 3.603
C 1.744 -4.421 4.189
C 1.104 -4.896 5.326
C 0.062 -4.166 5.878
C -0.336 -2.972 5.292
H -0.984 -1.429 2.774
H -0.670 -0.603 4.285
H 1.418 0.370 4.611
H 3.559 2.226 4.554
H 5.134 3.116 2.520
H 4.273 1.835 0.316
H 1.858 -2.855 2.731
H 2.566 -4.978 3.756
H 1.422 -5.824 5.784
H -0.436 -4.519 6.771
H -1.148 -2.403 5.732
C -2.946 0.669 -4.481
C -2.977 -0.330 -3.336
C -4.110 -1.325 -3.497
O -1.756 -1.056 -3.251
C -1.061 -0.760 -2.053
C -1.929 0.272 -1.318
O -3.104 0.376 -2.110
C -2.243 -0.096 0.155
O -1.021 -0.264 0.824
C -3.054 1.017 0.845
C -3.317 0.871 2.208
C -4.076 1.801 2.893
C -4.608 2.899 2.222
C -4.360 3.049 0.869
C -3.584 2.116 0.183
C -3.139 -1.352 0.257
C -4.445 -1.314 -0.236
C -5.294 -2.400 -0.102
C -4.869 -3.550 0.550
C -3.591 -3.589 1.080
C -2.742 -2.498 0.936
C 0.382 -0.266 -2.360
O 0.918 0.230 -1.163
C 1.280 -1.424 -2.816
C 0.798 -2.681 -3.156
C 1.675 -3.691 -3.542
C 3.037 -3.450 -3.605
C 3.523 -2.188 -3.277
C 2.651 -1.188 -2.886
C 0.344 0.803 -3.458
C 0.507 0.450 -4.797
C 0.442 1.407 -5.797
C 0.205 2.738 -5.479
C 0.030 3.097 -4.152
C 0.101 2.135 -3.151
H -2.727 0.158 -5.419
H -2.187 1.428 -4.306
H -3.920 1.153 -4.559
H -4.018 -1.814 -4.467
H -5.072 -0.813 -3.452
H -4.065 -2.080 -2.715
H -0.983 -1.671 -1.457
H -1.421 1.238 -1.280
H -2.916 0.008 2.726
H -4.269 1.666 3.951
H -5.213 3.623 2.752
H -4.770 3.897 0.334
H -3.413 2.249 -0.877
H -4.802 -0.417 -0.721
H -6.299 -2.343 -0.501
H -5.537 -4.395 0.663
H -3.250 -4.464 1.620
H -1.766 -2.534 1.391
H -0.265 -2.886 -3.128
H 1.285 -4.669 -3.797
H 3.718 -4.237 -3.907
H 4.587 -1.985 -3.321
H 3.033 -0.218 -2.603
H 0.690 -0.584 -5.059
H 0.578 1.112 -6.830
H 0.153 3.486 -6.260
H -0.165 4.131 -3.889
H -0.034 2.424 -2.121
O 4.211 -0.828 -0.168
C 4.234 -2.150 0.272
C 2.895 -2.855 0.252
C 2.919 -4.248 0.190
C 1.741 -4.963 0.151
C 0.549 -4.258 0.154
C 0.614 -2.883 0.231
N 1.745 -2.172 0.306
H 3.756 -0.312 0.516
H 4.652 -2.233 1.285
H 4.900 -2.702 -0.394
H 3.876 -4.755 0.151
H 1.751 -6.044 0.097
H -0.412 -4.751 0.098
H -0.285 -2.290 0.239
C 2.461 5.323 -0.996
C 2.977 3.903 -1.092
N 1.934 3.009 -0.628
C 1.179 3.260 0.481
N 0.545 2.267 1.039
C -0.211 2.567 2.256
C -0.886 3.918 2.156
C 0.199 4.955 1.970
N 1.098 4.557 0.894
C 2.041 5.570 0.440
H 1.600 5.446 -1.657
H 3.230 6.036 -1.294
H 3.886 3.803 -0.485
H 3.222 3.632 -2.118
H 2.053 2.024 -0.820
H 0.472 2.577 3.115
H -0.925 1.766 2.412
H -1.466 4.136 3.054
H -1.569 3.922 1.305
H 0.765 5.086 2.901
H -0.225 5.927 1.704
H 2.923 5.584 1.092
H 1.548 6.538 0.538